The following is a quantum chemistry calculation of 2 unconnected molecules or ions with the total composition C3H6NO2 in a non-equilibrium geometry, from the OMol25 dataset.

Last column: natural (NBO) charge in e.
CARTESIAN COORDINATES (ANGSTROEM)
O (-1.239, -0.386, -1.769)  -0.803
O (-1.061, -2.650, -1.394)  -0.782
N (1.201, 0.494, 1.124)  -0.483
C (-1.283, -1.458, -1.109)  0.619
C (1.416, -0.220, 0.079)  -0.005
C (0.070, 1.461, 0.990)  -0.441
H (-0.718, 1.217, 1.687)  0.204
H (0.513, 2.448, 1.205)  0.167
H (-0.251, 1.493, -0.048)  0.214
H (-1.580, -1.353, -0.045)  -0.021
H (1.481, -1.295, 0.201)  0.182
H (1.451, 0.249, -0.921)  0.148

M = 88.09 g/mol
energy relative to the best compared isomer or geometry (same formula, charge and spin) = 2.499 eV
total charge = -1